Entry 1:
Density functional theory data (the ωB97M-V functional and the def2-TZVPD basis) for C34H45GeN4O4SZn as an isolated structure.

Properties
Charge: +2
Frontier orbital gap (spin up / spin down) in eV: 7.58 / 5.49
E_tot in eV: -165896.8582
2S+1: 2
E_LUMO (spin up / spin down) in eV: -5.22 / -7.47

Each line ends with the Mulliken charge.
Element x y z (Å)
Zn (-0.84749, -0.60300, 0.37163)  2.5427
C (2.54187, -1.33623, 0.44196)  -1.2047
O (1.40502, -0.82059, 1.13515)  -0.0966
C (1.50937, -0.97727, 2.55262)  -0.5001
C (0.27636, -0.34063, 3.13630)  -0.3981
O (-0.87506, -0.86698, 2.43571)  0.2422
C (-1.83989, -1.51825, 3.28859)  -0.9528
H (3.44712, -0.82141, 0.76634)  0.3417
H (2.38410, -1.16936, -0.61970)  0.3727
H (2.65974, -2.40700, 0.63512)  0.2708
H (2.40594, -0.47146, 2.91844)  0.5958
H (1.55727, -2.04330, 2.79658)  0.1649
H (0.28758, 0.73920, 2.98544)  -0.2699
H (0.18549, -0.55112, 4.19982)  0.5856
H (-2.17621, -0.82151, 4.05474)  0.2737
H (-1.37498, -2.39628, 3.74289)  0.3691
H (-2.68205, -1.80175, 2.66701)  0.1211
C (1.34456, 1.71519, -1.55156)  -1.4247
Ge (-0.26561, 1.77042, -0.44277)  1.1044
C (-1.82927, 2.43647, -1.39732)  0.3389
C (-2.68144, 1.60620, -2.12344)  -0.0251
C (-3.73250, 2.14680, -2.85130)  -0.7604
C (-3.94334, 3.51997, -2.84661)  -0.5350
C (-3.10036, 4.35042, -2.12147)  -0.7608
C (-2.04183, 3.81440, -1.39878)  -0.3957
C (0.09100, 2.68278, 1.21440)  1.2120
C (1.37993, 3.13430, 1.39914)  -0.7957
C (1.71199, 3.95161, 2.49855)  -1.1263
C (0.75601, 4.26950, 3.41706)  -0.7435
C (-0.57159, 3.77921, 3.30301)  0.7349
C (-1.55635, 4.07503, 4.28015)  -0.9354
C (-2.81377, 3.56435, 4.18222)  -0.8644
C (-3.14933, 2.72153, 3.09632)  -0.5463
C (-2.22676, 2.43113, 2.13609)  0.9008
C (-0.91184, 2.96023, 2.20064)  -0.4288
H (1.60253, 2.73705, -1.83478)  0.5285
H (1.15752, 1.14938, -2.46419)  0.3452
H (2.18061, 1.26312, -1.01896)  0.3995
H (-2.52568, 0.53219, -2.13994)  0.2843
H (-4.37976, 1.49999, -3.43132)  0.4631
H (-4.76080, 3.94513, -3.41443)  0.4212
H (-3.26118, 5.42068, -2.11926)  0.4432
H (-1.39158, 4.47495, -0.83524)  0.4596
H (2.15402, 2.89009, 0.68092)  0.4489
H (2.72038, 4.33032, 2.60251)  0.4554
H (1.00357, 4.90058, 4.26325)  0.4457
H (-1.28683, 4.71682, 5.11085)  0.4388
H (-3.55748, 3.79843, 4.93232)  0.4390
H (-4.14996, 2.31124, 3.02982)  0.4815
H (-2.48719, 1.77395, 1.31538)  -0.9254
C (-5.36199, 0.81230, 0.29205)  -0.4872
N (-5.08540, -0.58795, -0.01731)  -0.1990
C (-3.89390, -1.17242, 0.10558)  0.3543
N (-3.81555, -2.50635, -0.15884)  -0.4331
O (-2.88654, -0.54379, 0.51759)  -0.4463
H (-6.09804, 0.88159, 1.09115)  0.3395
H (-5.73924, 1.32262, -0.59086)  0.3228
H (-4.44144, 1.29560, 0.59852)  -0.0381
H (-5.86288, -1.15847, -0.30613)  0.2208
H (-4.57244, -2.96905, -0.63497)  0.2291
H (-2.89472, -2.86211, -0.35418)  -0.0559
C (0.69281, -6.96105, -3.03615)  -0.7551
C (1.58006, -5.72294, -3.12355)  -0.7773
C (0.88589, -4.44944, -2.67514)  -0.8542
N (0.60644, -4.50916, -1.22806)  0.0791
C (0.03544, -3.55496, -0.53231)  0.2702
S (-0.53307, -2.15196, -1.36086)  -0.6244
N (-0.13586, -3.67579, 0.81917)  0.8342
C (0.38254, -4.64877, 1.73674)  0.4161
O (0.73138, -4.23485, 2.81147)  -0.5393
C (0.38155, -6.07588, 1.35898)  -0.3338
C (-0.68554, -6.63974, 0.65798)  0.2631
C (-0.71064, -8.00425, 0.42669)  -0.6867
C (0.33813, -8.80123, 0.87144)  -0.4258
C (1.40300, -8.23984, 1.56595)  -0.7746
C (1.41901, -6.88080, 1.82812)  -0.3859
H (1.21739, -7.83567, -3.41791)  0.3809
H (-0.21679, -6.83269, -3.62664)  0.2907
H (0.39842, -7.18455, -2.00634)  0.0543
H (1.89921, -5.56646, -4.15471)  0.3810
H (2.49740, -5.85867, -2.54191)  0.3316
H (-0.05812, -4.31540, -3.20458)  0.4392
H (1.50583, -3.57312, -2.86539)  0.4900
H (0.90342, -5.34700, -0.74085)  0.2267
H (-0.30088, -2.80428, 1.30802)  -0.8315
H (-1.50820, -6.01830, 0.31972)  0.3554
H (-1.54824, -8.44917, -0.09431)  0.4506
H (0.32013, -9.86679, 0.68354)  0.4464
H (2.21196, -8.86679, 1.91651)  0.4414
H (2.22311, -6.43323, 2.39896)  0.4950

=====

Entry 2:
Density functional theory data (the ωB97M-V functional and the def2-TZVPD basis) for C34H46As2FeN3O2Sb as an isolated structure.

Properties
Charge: +1
Frontier orbital gap (spin up / spin down) in eV: 4.40 / 4.67
E_tot in eV: -207161.4721
2S+1: 2
E_LUMO (spin up / spin down) in eV: -4.17 / -4.06

Each line ends with the Mulliken charge.
Element x y z (Å)
Fe (0.09465, 0.33889, -0.15604)  2.0151
C (3.07320, 1.75890, 0.14192)  -0.3395
C (2.30240, 2.83736, -0.53958)  0.2699
C (2.96050, 4.01917, -0.86696)  -0.9717
C (2.27355, 5.02335, -1.52028)  -0.7109
C (0.93728, 4.80403, -1.80531)  -0.8674
C (0.33940, 3.61655, -1.40341)  0.0943
N (1.00062, 2.64580, -0.78521)  0.5963
Sb (-1.83242, 3.58251, -1.70764)  0.7906
C (-2.04542, 1.85723, -3.04541)  -0.1379
C (-1.82631, 2.23511, -4.35161)  -0.7592
C (-1.47059, 1.31002, -5.31952)  -0.7048
C (-1.26666, -0.01364, -4.90255)  -0.6143
C (-1.52796, -0.41467, -3.62317)  1.3565
C (-1.47615, -1.84090, -3.20716)  -1.4949
N (-1.98863, 0.51846, -2.69673)  0.8690
C (-2.27271, 2.95743, 0.33240)  -0.6031
C (-3.06882, 3.86901, 1.01065)  -0.6774
C (-3.54033, 3.54645, 2.27174)  -0.8241
C (-3.23999, 2.29182, 2.76755)  -1.0013
C (-2.43221, 1.43348, 2.02535)  0.1881
C (-2.16827, 0.05663, 2.52898)  -0.7153
N (-1.91675, 1.78674, 0.84449)  0.8421
H (4.09549, 1.72953, -0.22975)  0.6052
H (2.58327, 0.80063, -0.02469)  -0.8911
H (3.10591, 1.97117, 1.21190)  0.5114
H (3.99913, 4.13671, -0.59947)  0.5161
H (2.76475, 5.94686, -1.78923)  0.4382
H (0.35028, 5.55263, -2.31709)  0.4747
H (-1.92882, 3.28400, -4.60235)  0.5691
H (-1.32996, 1.59945, -6.34696)  0.4497
H (-0.94208, -0.74897, -5.62032)  0.4921
H (-1.12940, -2.45532, -4.03428)  0.4781
H (-2.46923, -2.18768, -2.91297)  0.4458
H (-0.81523, -1.95641, -2.34274)  -0.0235
H (-3.31371, 4.81041, 0.53700)  0.5053
H (-4.15800, 4.23418, 2.83056)  0.4280
H (-3.64060, 1.95461, 3.71053)  0.5683
H (-3.09215, -0.39259, 2.88606)  0.6611
H (-1.47749, 0.08103, 3.37382)  0.3149
H (-1.76051, -0.55170, 1.71981)  -0.5053
C (3.09904, -0.61859, 2.65385)  -1.2485
As (1.22644, -0.08900, 2.28922)  0.8700
C (1.14163, 1.46715, 3.51934)  -1.2595
C (0.45205, -1.55081, 3.36691)  -0.4415
C (0.55443, -1.52916, 4.75326)  -0.6509
C (0.02100, -2.54358, 5.52699)  -0.9088
C (-0.61143, -3.60783, 4.91056)  -0.9507
C (-0.69919, -3.64730, 3.53145)  -1.0626
C (-0.16932, -2.63457, 2.74240)  0.4181
As (-0.21505, -2.77662, 0.77233)  1.4996
C (-1.91452, -3.76976, 0.53974)  -1.6288
C (0.96030, -4.36916, 0.71181)  -1.4169
H (3.17146, -1.04193, 3.65673)  0.5147
H (3.78268, 0.22670, 2.58044)  0.4420
H (3.40426, -1.37604, 1.93181)  0.2247
H (1.23016, 1.20532, 4.57197)  0.4698
H (0.20232, 2.00079, 3.36846)  0.1931
H (1.94827, 2.16337, 3.28381)  0.4491
H (1.06609, -0.71105, 5.24771)  0.2538
H (0.10558, -2.50495, 6.60216)  0.4383
H (-1.02629, -4.40946, 5.50082)  0.4229
H (-1.18337, -4.49390, 3.06410)  0.2995
H (-1.86077, -4.77222, 0.96112)  0.5123
H (-2.12495, -3.86449, -0.52556)  0.3609
H (-2.73726, -3.22434, 0.99895)  0.3786
H (0.62401, -5.11186, 1.43256)  0.5183
H (1.98490, -4.09271, 0.95380)  0.3441
H (0.94698, -4.81411, -0.28337)  0.4597
C (2.76436, 0.00180, -3.08737)  -1.3765
C (2.27783, -1.09383, -2.11972)  1.4030
C (3.43757, -1.56055, -1.21056)  -1.0624
C (1.81781, -2.30688, -2.95116)  -1.5335
O (1.24648, -0.60091, -1.34855)  0.0457
H (3.62556, -0.35164, -3.64498)  0.4246
H (3.03416, 0.90019, -2.53932)  0.0772
H (1.96674, 0.25404, -3.78315)  0.2233
H (4.13392, -2.18147, -1.76653)  0.5359
H (3.01853, -2.14364, -0.38966)  -0.1765
H (3.98292, -0.71299, -0.80761)  0.2381
H (2.66931, -2.76067, -3.44634)  0.5212
H (1.11078, -1.98928, -3.70800)  0.2573
H (1.35068, -3.04809, -2.30438)  0.1388
C (-3.98172, 0.58026, -1.24871)  -1.7032
C (-2.57589, 0.10733, -1.49329)  -0.1978
O (-1.97278, -0.65461, -0.72236)  -0.0717
H (-4.60530, -0.30306, -1.10057)  0.4692
H (-4.36369, 1.15085, -2.09094)  0.3799
H (-4.06669, 1.17495, -0.34253)  0.2683

=====

Entry 3:
Density functional theory data (the ωB97M-V functional and the def2-TZVPD basis) for C34H46Li2O18S as an isolated structure.

Properties
Frontier orbital gap in eV: 6.53
E_tot in eV: -84097.7851
E_LUMO in eV: -0.52

Each line ends with the Mulliken charge.
Element x y z (Å)
Li (-30.14869, 30.38230, -19.21236)  0.8952
Li (-32.91883, 35.03532, -21.10220)  0.7835
S (-30.81136, 32.58308, -21.34145)  1.0148
O (-29.74241, 32.88938, -22.32621)  -0.9477
O (-31.61005, 31.49174, -21.83638)  -0.6436
O (-30.20982, 32.11354, -20.07736)  -0.2674
O (-31.63036, 33.76131, -21.04883)  -0.4249
C (-32.81257, 30.13828, -18.96278)  -0.8983
O (-31.84270, 29.66331, -19.87861)  -0.6622
H (-33.64741, 29.40819, -19.11611)  0.2537
H (-33.07210, 31.05433, -19.07934)  0.5261
H (-32.44490, 29.88441, -17.84236)  0.1253
H (-31.80641, 30.27084, -20.60334)  0.5994
C (-30.70793, 31.73494, -16.55835)  -1.0066
O (-29.64023, 30.89832, -17.22400)  -0.4513
H (-31.18254, 32.30429, -17.26211)  0.2805
H (-30.31160, 32.32852, -15.69899)  0.3085
H (-31.28067, 31.07357, -16.37576)  0.5937
H (-28.93292, 31.43907, -17.13473)  0.2393
C (-28.01149, 28.37442, -20.05944)  -0.9003
O (-28.59224, 29.72520, -20.30516)  0.0667
H (-28.86749, 27.65964, -19.76950)  0.2592
H (-27.22932, 28.51393, -19.23303)  0.3329
H (-27.56352, 28.02481, -20.98367)  0.3176
H (-27.86048, 30.30460, -20.37736)  0.1038
C (-33.01261, 36.82222, -23.77388)  -0.8958
O (-32.56069, 35.77844, -22.92325)  -0.5631
H (-32.32501, 37.64217, -23.61504)  0.3426
H (-33.88126, 37.12402, -23.35570)  0.4834
H (-33.08463, 36.59366, -24.95964)  0.1046
H (-31.80714, 35.41847, -23.27551)  0.4157
C (-31.05719, 36.20243, -26.81672)  -1.2440
C (-30.34146, 36.20056, -25.58720)  -0.4012
C (-30.33764, 35.01788, -24.90158)  -1.4719
C (-31.05528, 33.93670, -25.29269)  1.0098
C (-31.86074, 33.91594, -26.43251)  -1.4023
C (-31.77952, 35.08500, -27.20979)  1.0188
O (-32.45694, 35.03147, -28.39120)  -0.6270
O (-29.61795, 35.00210, -23.63503)  -0.5866
H (-30.83787, 36.94681, -27.39292)  0.6998
H (-29.64637, 36.95297, -25.44996)  0.6227
H (-31.29222, 33.08255, -24.79625)  1.2366
H (-32.60384, 33.14530, -26.79471)  0.4445
H (-32.31394, 35.91434, -28.98805)  0.3349
H (-29.64211, 34.21106, -23.20887)  0.2285
C (-37.12498, 31.61302, -23.50679)  -0.7082
C (-36.24825, 31.38883, -22.46493)  -0.8439
C (-34.96295, 31.99550, -22.47489)  0.0720
C (-34.53529, 32.72382, -23.56773)  0.5152
C (-35.45896, 33.07465, -24.57148)  -0.6551
C (-36.71786, 32.44395, -24.62152)  0.2543
O (-37.73072, 32.66986, -25.48911)  -0.5564
O (-34.13230, 31.67623, -21.38197)  -0.3857
H (-38.00059, 31.16779, -23.43617)  0.6362
H (-36.63817, 30.79770, -21.62463)  0.3597
H (-33.64578, 33.39228, -23.44178)  0.1689
H (-35.09911, 33.80227, -25.27505)  0.4486
H (-37.49906, 33.16464, -26.30221)  0.3146
H (-33.21563, 31.90595, -21.72280)  -0.0446
C (-28.88603, 30.21774, -25.84717)  -0.4443
C (-28.81263, 30.94200, -24.68907)  0.3006
C (-27.83383, 31.98294, -24.50473)  -0.2066
C (-26.89374, 32.13204, -25.61455)  -0.7101
C (-27.05105, 31.44198, -26.75685)  -0.7725
C (-28.03938, 30.44782, -26.83094)  0.8483
O (-27.91818, 29.61315, -27.89156)  -0.5409
O (-27.50651, 32.60366, -23.35333)  -0.6864
H (-29.61494, 29.43724, -26.00133)  0.3477
H (-29.29741, 30.67492, -23.94146)  0.4826
H (-26.26260, 32.98348, -25.36940)  0.3487
H (-26.34885, 31.43940, -27.71117)  0.1458
H (-27.21788, 29.37602, -28.32004)  0.2694
H (-28.37945, 32.67692, -23.03403)  0.7354
C (-29.74845, 27.12678, -22.83328)  -0.5780
C (-30.59306, 28.28285, -22.72055)  0.7058
C (-31.43766, 28.61168, -23.72100)  0.2934
C (-31.66099, 27.78394, -24.78878)  -1.0304
C (-30.92564, 26.54824, -24.96359)  -0.6224
C (-29.91027, 26.21778, -24.00403)  0.2716
O (-29.12331, 25.12775, -24.22107)  -0.5353
O (-32.31257, 29.71399, -23.60465)  -0.5111
H (-28.96848, 26.96827, -21.99514)  -0.0645
H (-30.62141, 28.70611, -21.71683)  -0.0809
H (-32.23895, 28.08928, -25.40893)  1.0072
H (-30.80649, 25.82156, -25.75592)  0.3649
H (-29.26448, 24.51572, -23.54587)  0.3206
H (-32.30753, 30.32932, -22.90967)  0.6168
C (-27.88817, 34.96581, -20.23531)  -0.3174
C (-26.71827, 35.68385, -20.46078)  -0.1369
C (-26.07056, 36.33410, -19.37543)  0.1906
C (-26.54410, 36.03238, -18.03686)  -0.5009
C (-27.75592, 35.25822, -17.82446)  -0.4612
C (-28.44422, 34.80160, -18.92787)  0.3356
O (-29.70147, 34.08712, -18.72848)  -0.4330
O (-24.80880, 36.90095, -19.62020)  -0.5513
H (-28.50300, 34.57950, -21.09003)  0.6862
H (-26.41946, 35.59183, -21.58058)  0.2370
H (-26.02604, 36.65427, -17.24464)  0.2746
H (-28.07963, 35.32368, -16.74943)  0.3199
H (-29.62191, 33.23801, -19.22512)  -0.0686
H (-24.85713, 37.54231, -20.33280)  0.3263